1.
Formula: C20H21FN4O2S
Source: the OMol25 dataset
Level of theory: ωB97M-V with the def2-TZVPD basis set

```
49
C20H21FN4O2S | the OMol25 dataset | ωB97M-V with the def2-TZVPD basis set
C 0.35 2.48 2.20
C 1.24 2.13 1.02
N 0.55 1.33 0.05
C 0.38 -0.02 -0.02
C 0.89 -1.02 0.96
N -0.20 -1.80 1.51
C -0.80 -1.43 2.66
O -0.40 -0.51 3.35
C -2.00 -2.23 3.06
C -2.91 -1.62 3.93
C -4.04 -2.28 4.37
C -4.28 -3.58 3.96
C -3.39 -4.22 3.12
C -2.27 -3.54 2.68
F -1.42 -4.21 1.87
N -0.33 -0.33 -1.07
N -0.66 0.79 -1.71
C -0.13 1.79 -1.04
S -0.25 3.47 -1.47
C -0.22 3.24 -3.28
C 1.22 3.33 -3.80
O 2.13 2.61 -3.02
C 2.15 1.24 -3.04
C 2.97 0.65 -2.09
C 3.07 -0.73 -2.01
C 2.35 -1.53 -2.88
C 1.54 -0.94 -3.83
C 1.44 0.44 -3.92
H 0.02 1.58 2.72
H 0.89 3.11 2.90
H -0.53 3.03 1.86
H 1.57 3.05 0.51
H 2.13 1.58 1.35
H 1.38 -0.52 1.80
H 1.59 -1.70 0.47
H -0.64 -2.44 0.87
H -2.69 -0.61 4.24
H -4.73 -1.78 5.03
H -5.16 -4.11 4.31
H -3.55 -5.24 2.80
H -0.68 2.27 -3.46
H -0.83 4.04 -3.72
H 1.25 3.02 -4.85
H 1.57 4.37 -3.73
H 3.52 1.29 -1.42
H 3.71 -1.17 -1.26
H 2.41 -2.60 -2.81
H 0.97 -1.55 -4.51
H 0.80 0.87 -4.67
```

Summary:
* structure (SMILES): CCn1c(CNC(=O)c2ccccc2F)nnc1SCCOc1ccccc1
* lowest unoccupied orbital energy: 0.655 eV
* charge: 0
* HOMO energy: -8.191 eV
* energy above the lowest of the compared OMol25 structures with the same formula, charge and spin: 148.7 kJ/mol
* HOMO-LUMO gap: 8.8 eV

***

2.
Formula: C20H21IrN4O4S2
Source: the OMol25 dataset
Level of theory: ωB97M-V with the def2-TZVPD basis set

```
52
C20H21IrN4O4S2 | the OMol25 dataset | ωB97M-V with the def2-TZVPD basis set
Ir -0.12 -0.61 0.58
O -2.73 -3.57 -1.37
C -2.09 -2.60 -0.76
O -0.88 -2.53 -0.68
C -2.97 -1.53 -0.22
C -4.31 -1.39 -0.50
C -4.98 -0.28 0.03
C -4.28 0.64 0.79
C -2.93 0.42 1.01
N -2.31 -0.64 0.53
C -2.03 1.41 1.71
O -2.53 2.39 2.20
O -0.77 1.11 1.67
H -2.10 -4.23 -1.71
H -4.81 -2.12 -1.11
H -6.03 -0.15 -0.17
H -4.74 1.52 1.22
S 2.11 -1.21 1.12
C 2.11 -1.92 2.66
C 3.35 -2.19 3.27
C 3.40 -2.81 4.49
C 2.20 -3.20 5.13
C 0.99 -2.97 4.56
C 0.91 -2.30 3.31
S -0.61 -1.98 2.63
H 4.26 -1.91 2.75
H 4.35 -3.01 4.95
H 2.25 -3.70 6.09
H 0.07 -3.29 5.04
C 2.82 3.46 -1.45
C 2.95 2.34 -0.43
N 1.67 1.65 -0.30
C 0.84 1.45 -1.35
N -0.20 0.63 -1.17
C -1.15 0.44 -2.25
C -0.47 0.52 -3.60
C 0.26 1.84 -3.69
N 1.10 2.05 -2.52
C 2.30 2.87 -2.74
H 3.79 3.93 -1.62
H 2.13 4.21 -1.07
H 3.24 2.72 0.54
H 3.71 1.62 -0.76
H 1.21 1.68 0.60
H -1.94 1.20 -2.19
H -1.63 -0.53 -2.13
H -1.20 0.44 -4.41
H 0.24 -0.31 -3.70
H -0.47 2.66 -3.75
H 0.89 1.88 -4.58
H 2.05 3.66 -3.44
H 3.07 2.24 -3.21
```

Summary:
* lowest unoccupied orbital energy (alpha / beta): -3.802 / -5.029 eV
* charge: +1
* HOMO energy (alpha / beta): -10.560 / -10.739 eV
* multiplicity: 2
* ⟨S²⟩: 0.795
* energy above the lowest of the compared OMol25 structures with the same formula, charge and spin: 86.8 kJ/mol
* HOMO-LUMO gap (alpha / beta): 6.8 / 5.7 eV

***

3.
Formula: C20H21N3O4
Source: the OMol25 dataset
Level of theory: ωB97M-V with the def2-TZVPD basis set

```
48
C20H21N3O4 | the OMol25 dataset | ωB97M-V with the def2-TZVPD basis set
N -0.35 -1.67 3.83
C -1.00 -0.94 2.73
C -1.86 0.23 3.28
C -2.92 0.65 2.23
C -3.01 1.82 1.58
C -4.10 2.24 0.76
C -5.09 1.31 0.57
O -6.12 1.72 -0.19
C -5.12 0.06 1.22
C -4.02 -0.24 2.06
C 0.08 -0.57 1.74
O 1.17 -0.98 1.83
N -0.37 0.17 0.69
C 0.52 0.66 -0.38
C 0.61 -0.24 -1.54
C 2.03 -0.31 -2.11
C 2.46 0.43 -3.17
N 3.73 0.00 -3.57
C 4.06 -1.10 -2.78
C 5.12 -2.04 -2.83
C 5.13 -3.04 -1.88
C 4.22 -3.11 -0.81
C 3.18 -2.23 -0.75
C 3.04 -1.29 -1.81
C 0.16 2.15 -0.74
O 0.03 2.62 -1.85
O -0.01 2.86 0.36
H 0.42 -2.20 3.46
H 0.10 -0.96 4.36
H -1.74 -1.57 2.20
H -1.19 1.01 3.69
H -2.42 -0.22 4.15
H -2.23 2.53 1.77
H -4.31 3.24 0.35
H -6.08 2.69 -0.29
H -5.91 -0.64 1.02
H -3.95 -1.17 2.65
H -1.38 0.02 0.51
H 1.39 0.74 0.26
H -0.14 0.13 -2.32
H 0.16 -1.22 -1.31
H 2.12 1.40 -3.54
H 4.24 0.33 -4.41
H 5.74 -2.18 -3.72
H 6.03 -3.71 -1.86
H 4.29 -3.91 -0.07
H 2.43 -2.28 0.03
H -0.17 2.19 1.10
```

Summary:
* structure (SMILES): N[C@@H](Cc1ccc(O)cc1)C(=O)N[C@@H](Cc1c[nH]c2ccccc12)C(=O)O
* lowest unoccupied orbital energy: 0.529 eV
* charge: 0
* HOMO energy: -7.895 eV
* energy above the lowest of the compared OMol25 structures with the same formula, charge and spin: 242.3 kJ/mol
* HOMO-LUMO gap: 8.4 eV

***

4.
Formula: C20H21N3O4S
Source: the OMol25 dataset
Level of theory: ωB97M-V with the def2-TZVPD basis set

```
49
C20H21N3O4S | the OMol25 dataset | ωB97M-V with the def2-TZVPD basis set
C -0.84 -2.05 1.48
C -1.82 -2.40 0.38
H -1.39 -2.53 -0.62
H -2.52 -3.27 0.72
O -2.82 -1.46 -0.01
C -3.84 -1.12 1.10
O -4.03 -1.80 2.22
C -4.66 0.20 0.57
C -3.96 1.47 1.10
H -3.65 1.30 2.25
H -4.64 2.49 1.09
C -2.71 1.77 0.32
N -2.74 1.18 -1.09
C -1.81 0.83 -1.72
O -2.11 0.29 -2.99
C -0.52 0.61 -1.12
C 0.35 1.32 -0.45
C 1.61 0.96 -0.27
C 1.97 -0.09 -1.08
N 2.99 -0.81 -0.91
C 3.98 -0.33 -0.48
N 3.82 0.97 0.45
C 5.01 1.51 1.00
C 6.15 0.82 1.12
C 6.35 -0.29 0.02
C 5.37 -0.98 -0.40
C 5.37 -2.48 -1.14
H 5.12 -1.98 -2.21
H 4.56 -3.04 -0.61
H 6.39 -2.76 -1.01
H 7.32 -0.86 0.21
H 7.02 1.17 1.34
H 4.86 2.38 1.46
C 2.69 1.51 0.34
O 2.65 2.60 1.00
S 0.48 -0.54 -1.79
H 0.02 2.42 -0.26
C -4.12 1.43 -1.20
C -4.97 0.34 -0.79
H -4.84 -0.52 -1.21
H -5.93 0.43 -0.79
H -4.68 2.46 -1.00
H -4.19 1.22 -2.51
H -2.36 2.59 0.57
H -1.92 1.11 0.77
H -5.40 0.00 1.26
H -1.25 -1.94 2.40
H -0.08 -3.04 1.54
H -0.29 -1.09 0.96
```

Summary:
* lowest unoccupied orbital energy: -0.631 eV
* charge: 0
* HOMO energy: -8.674 eV
* energy above the lowest of the compared OMol25 structures with the same formula, charge and spin: 1723.7 kJ/mol
* HOMO-LUMO gap: 8.0 eV

***

5.
Formula: C20H21N4O7RhSSe2
Source: the OMol25 dataset
Level of theory: ωB97M-V with the def2-TZVPD basis set

```
56
C20H21N4O7RhSSe2 | the OMol25 dataset | ωB97M-V with the def2-TZVPD basis set
Rh -0.98 -0.18 -0.46
N -2.63 -1.49 -4.39
C -2.00 -1.33 -3.16
S -3.02 -1.46 -1.77
N -0.72 -1.18 -3.17
N -0.08 -1.04 -1.99
C 1.22 -1.33 -2.01
C 1.99 -1.54 -0.85
C 3.39 -1.69 -0.96
C 4.16 -1.98 0.14
C 3.56 -2.11 1.40
C 2.20 -1.98 1.54
C 1.36 -1.69 0.44
O 0.09 -1.63 0.59
H -3.62 -1.29 -4.35
H -2.14 -1.06 -5.16
H 1.68 -1.50 -2.98
H 3.83 -1.58 -1.94
H 5.23 -2.08 0.04
H 4.17 -2.32 2.26
H 1.73 -2.08 2.51
O 2.57 3.12 -3.66
C 1.88 3.99 -2.78
C 0.96 3.19 -1.83
C 0.39 4.24 -0.85
O -0.78 3.89 -0.20
C -0.12 2.53 -2.68
Se -1.69 1.66 -1.82
C 1.85 2.16 -1.12
Se 1.19 1.43 0.59
H 3.21 3.65 -4.16
H 1.28 4.71 -3.35
H 2.60 4.56 -2.17
H 0.14 5.15 -1.42
H 1.19 4.49 -0.14
H -0.62 3.13 0.39
H 0.34 1.76 -3.31
H -0.57 3.29 -3.33
H 2.81 2.62 -0.87
H 2.04 1.31 -1.78
O -3.19 1.36 2.85
C -2.56 0.51 2.24
O -1.97 0.70 1.14
C -2.46 -0.89 2.84
C -2.39 -2.02 2.04
C -2.25 -3.27 2.62
C -2.19 -3.41 3.99
C -2.32 -2.28 4.80
C -2.45 -1.02 4.22
N -2.34 -2.42 6.19
O -2.22 -3.57 6.69
O -2.49 -1.41 6.91
H -2.47 -1.94 0.96
H -2.16 -4.15 1.99
H -2.07 -4.38 4.46
H -2.54 -0.14 4.84
```

Summary:
* lowest unoccupied orbital energy: 3.784 eV
* charge: -2
* HOMO energy: -0.972 eV
* energy above the lowest of the compared OMol25 structures with the same formula, charge and spin: 172.0 kJ/mol
* HOMO-LUMO gap: 4.8 eV

***

6.
Formula: C20H21N5O3
Source: the OMol25 dataset
Level of theory: ωB97M-V with the def2-TZVPD basis set

```
49
C20H21N5O3 | the OMol25 dataset | ωB97M-V with the def2-TZVPD basis set
C -0.06 -1.38 -2.82
N 0.88 -0.74 -1.93
N 0.66 0.54 -1.67
C 1.47 1.22 -0.93
C 1.10 2.66 -0.70
C -0.35 2.89 -0.29
O -0.99 3.83 -0.71
N -0.92 2.01 0.58
C -0.41 0.83 1.14
C 0.76 0.83 1.88
C 1.22 -0.34 2.47
C 0.44 -1.47 2.34
N -0.71 -1.48 1.67
C -1.14 -0.38 1.07
N -2.38 -0.45 0.48
C -2.70 0.07 -0.83
C -4.16 0.53 -0.83
O -5.01 -0.55 -0.51
C -4.68 -1.11 0.74
C -3.23 -1.59 0.79
C 2.67 0.63 -0.38
C 3.64 1.33 0.35
C 4.73 0.66 0.87
C 4.89 -0.71 0.68
C 3.96 -1.40 -0.06
C 2.86 -0.74 -0.60
C 1.91 -1.50 -1.42
O 1.99 -2.69 -1.67
H -0.64 -2.13 -2.27
H 0.48 -1.89 -3.61
H -0.71 -0.62 -3.23
H 1.24 3.23 -1.63
H 1.73 3.11 0.06
H -1.90 2.18 0.74
H 1.30 1.76 2.01
H 2.14 -0.35 3.04
H 0.72 -2.41 2.78
H -2.60 -0.74 -1.57
H -2.03 0.88 -1.12
H -4.29 1.34 -0.10
H -4.46 0.87 -1.82
H -4.84 -0.36 1.53
H -5.37 -1.94 0.89
H -3.08 -2.40 0.06
H -2.98 -1.96 1.78
H 3.56 2.39 0.51
H 5.47 1.21 1.43
H 5.75 -1.21 1.10
H 4.06 -2.46 -0.25
```

Summary:
* structure (SMILES): Cn1nc(CC(=O)Nc2cccnc2N2CCOCC2)c2ccccc2c1=O
* lowest unoccupied orbital energy: 0.000 eV
* charge: 0
* HOMO energy: -8.123 eV
* energy above the lowest of the compared OMol25 structures with the same formula, charge and spin: 148.0 kJ/mol
* HOMO-LUMO gap: 8.1 eV